1.
{
  "formula": "C40H48ClLaN5O4",
  "method": "the ωB97M-V functional and the def2-TZVPD basis",
  "symbols": ["La", "O", "C", "O", "C", "C", "N", "N", "C", "C", "O", "O", "H", "H", "H", "C", "C", "C", "C", "C", "C", "C", "C", "C", "C", "C", "C", "N", "C", "C", "N", "C", "C", "C", "C", "C", "C", "C", "C", "C", "C", "C", "C", "H", "H", "H", "H", "H", "H", "H", "H", "H", "H", "H", "H", "H", "H", "H", "H", "H", "H", "H", "H", "H", "H", "H", "H", "H", "H", "H", "H", "H", "H", "H", "H", "H", "H", "H", "H", "Cl", "C", "C", "C", "C", "C", "C", "C", "H", "H", "H", "H", "H", "H", "C", "C", "N", "H", "H", "H"],
  "positions_angstrom": [[0.4245, 0.1667, -0.7706], [3.5734, -4.7012, -3.3886], [2.9115, -5.1845, -2.3520], [2.8586, -6.3687, -2.1127], [2.2024, -4.2108, -1.4735], [1.4778, -4.6136, -0.3666], [0.9654, -3.5143, 0.1949], [1.3073, -2.4027, -0.4670], [2.0599, -2.8067, -1.4847], [2.6088, -1.7544, -2.4130], [3.3271, -2.1210, -3.3491], [2.2700, -0.5627, -2.1394], [3.4812, -3.6985, -3.4413], [1.3108, -5.5987, 0.0318], [0.3684, -3.4353, 1.0135], [-2.1133, -2.5976, -1.2439], [-2.8467, -2.2526, 0.0550], [-3.4492, -0.8480, 0.0240], [-2.0441, -2.6207, 1.2932], [-2.3335, -3.8705, 1.8337], [-1.6932, -4.3556, 2.9606], [-0.7355, -3.5561, 3.5578], [-0.3913, -2.3074, 3.0460], [0.7370, -1.5735, 3.7456], [2.0425, -2.3707, 3.7049], [0.3521, -1.2329, 5.1865], [-1.0398, -1.8056, 1.8858], [-0.6706, -0.6153, 1.2676], [-0.5635, 0.5319, 2.0933], [0.2642, 1.5822, 1.8827], [1.1765, 1.7174, 0.8076], [2.2059, 2.6565, 1.0258], [2.3127, 3.8072, 0.2148], [3.3055, 4.7433, 0.4864], [4.1988, 4.5819, 1.5314], [4.1208, 3.4343, 2.2971], [3.1564, 2.4625, 2.0497], [3.2247, 1.1704, 2.8355], [4.5516, 0.4542, 2.5734], [3.0158, 1.3926, 4.3305], [1.4227, 4.0810, -0.9846], [1.8043, 3.1928, -2.1696], [-0.0813, 4.0910, -0.7071], [-2.7962, -2.5979, -2.0960], [-1.6455, -3.5819, -1.1779], [-1.3303, -1.8758, -1.4887], [-3.7016, -2.9379, 0.0904], [-2.7146, -0.0762, -0.1988], [-3.9053, -0.5997, 0.9841], [-4.2294, -0.8051, -0.7408], [-3.1003, -4.4718, 1.3568], [-1.9420, -5.3269, 3.3678], [-0.2219, -3.9131, 4.4427], [0.9119, -0.6385, 3.2198], [1.9445, -3.3464, 4.1848], [2.8338, -1.8264, 4.2251], [2.3770, -2.5346, 2.6776], [0.1731, -2.1382, 5.7724], [-0.5579, -0.6319, 5.2183], [1.1468, -0.6742, 5.6803], [-1.2223, 0.5830, 2.9597], [0.2240, 2.4087, 2.5908], [3.3643, 5.6277, -0.1395], [4.9539, 5.3319, 1.7302], [4.8373, 3.2756, 3.0957], [2.4267, 0.5270, 2.4677], [5.3989, 1.0380, 2.9410], [4.7032, 0.2879, 1.5059], [4.5731, -0.5153, 3.0755], [3.7720, 2.0709, 4.7344], [3.0966, 0.4513, 4.8764], [2.0340, 1.8229, 4.5336], [1.6757, 5.1035, -1.2895], [1.6376, 2.1326, -1.9659], [2.8617, 3.3037, -2.4130], [1.2050, 3.4194, -3.0525], [-0.5012, 3.0950, -0.5782], [-0.6076, 4.5560, -1.5440], [-0.3030, 4.6576, 0.1990], [-8.0003, 3.2615, -4.6052], [-6.5308, 2.3522, -4.3496], [-5.9000, 2.4083, -3.1176], [-4.7374, 1.6803, -2.9246], [-4.1949, 0.8973, -3.9421], [-2.9118, 0.1505, -3.6889], [-4.8510, 0.8647, -5.1660], [-6.0175, 1.5868, -5.3800], [-6.3137, 3.0165, -2.3253], [-4.2343, 1.7216, -1.9655], [-3.0108, -0.4520, -2.7880], [-2.7084, -0.5335, -4.5198], [-4.4450, 0.2659, -5.9726], [-6.5210, 1.5587, -6.3365], [-1.4258, 2.0510, -4.6006], [-1.6973, 1.0604, -3.4772], [-0.9420, 0.9514, -2.4858], [-0.8358, 1.5567, -5.3781], [-0.8375, 2.8804, -4.2147], [-2.3331, 2.4335, -5.0728]],
  "mulliken_charge": [0.71, -0.56, 0.40, -0.64, 0.09, -0.66, 0.61, 0.02, -0.05, 0.80, -0.88, -0.58, 0.47, 0.56, -0.45, -1.14, 0.30, -1.43, 2.23, -0.74, -1.73, -0.17, 1.44, 2.37, -1.49, -1.94, -2.60, 0.73, -1.18, 0.07, 0.61, -1.08, 1.49, -1.06, -1.50, -0.36, 0.36, 2.62, -1.66, -1.45, 0.41, -0.89, -1.22, 0.56, 0.28, -0.11, 0.52, -0.06, 0.39, 0.61, 0.40, 0.36, 0.36, -1.00, 0.44, 0.36, 0.27, 0.35, 0.38, 0.45, 0.16, 0.36, 0.35, 0.37, 0.36, -1.53, 0.32, 0.39, 0.41, 0.39, 0.34, 0.30, 0.49, 0.03, 0.34, 0.27, -0.08, 0.47, 0.36, -0.24, 0.44, -0.90, 0.02, -0.09, 0.27, -0.02, -0.72, 0.41, 0.42, -0.74, 0.51, 0.37, 0.40, -1.32, 0.08, -0.17, 0.28, 0.17, 0.36],
  "molar_mass_g_mol": 837.2,
  "homo_lumo_gap_ev": 6.2,
  "total_energy_ev": -71288.33497,
  "total_charge": -1,
  "e_homo_ev": -3.87
}

2.
{
  "formula": "C21H40O11S3",
  "method": "the ωB97M-V functional and the def2-TZVPD basis",
  "symbols": ["C", "C", "C", "C", "O", "C", "C", "C", "O", "C", "O", "C", "O", "O", "H", "H", "H", "H", "H", "H", "H", "H", "H", "H", "H", "H", "H", "H", "H", "H", "O", "S", "O", "C", "C", "C", "C", "H", "H", "H", "H", "H", "H", "H", "H", "O", "S", "O", "C", "C", "C", "C", "H", "H", "H", "H", "H", "H", "H", "H", "O", "S", "O", "C", "C", "C", "C", "H", "H", "H", "H", "H", "H", "H", "H"],
  "positions_angstrom": [[0.5380, 2.4367, -0.6686], [-0.6432, 3.2634, -1.1982], [-1.6360, 3.6864, -0.0997], [-3.1153, 3.7387, -0.4782], [-3.8074, 2.5297, -0.4061], [-3.2322, 1.3585, -0.9593], [-4.2302, 0.2203, -0.7970], [-4.7285, 0.0603, 0.6414], [-5.3328, 0.4425, -1.6831], [-3.4089, 4.5059, -1.7713], [-3.5687, 5.8560, -1.3184], [-3.9043, 5.8185, -0.0050], [-4.2828, 6.7661, 0.6053], [-3.7875, 4.5694, 0.4927], [0.5649, 2.4302, 0.4245], [1.4941, 2.8383, -1.0089], [0.4785, 1.3938, -0.9833], [-1.1525, 2.6973, -1.9768], [-0.2735, 4.1677, -1.6904], [-1.3783, 4.6991, 0.2285], [-1.5554, 3.0450, 0.7838], [-3.0393, 1.4844, -2.0304], [-2.2897, 1.1072, -0.4556], [-3.6969, -0.6896, -1.0979], [-4.7509, 1.0161, 1.1635], [-4.0922, -0.6346, 1.1982], [-5.7410, -0.3463, 0.6231], [-5.3679, -0.2677, -2.3260], [-2.6109, 4.4678, -2.5097], [-4.3500, 4.1480, -2.1989], [0.8470, -0.0380, 1.4376], [2.2292, -0.3900, 1.2214], [3.1453, 0.6166, 0.7365], [2.8677, -1.1139, 2.7305], [2.5887, -2.6030, 2.5768], [2.9565, -2.9478, 1.1285], [2.3179, -1.8847, 0.2258], [2.3674, -0.6385, 3.5709], [3.9371, -0.9024, 2.7582], [3.1621, -3.1834, 3.2994], [1.5335, -2.8145, 2.7395], [4.0424, -2.9321, 1.0059], [2.6070, -3.9421, 0.8536], [2.9030, -1.6699, -0.6639], [1.2936, -2.1399, -0.0396], [3.5735, -0.2992, -2.2697], [4.1950, 0.8249, -2.9267], [3.4270, 1.6244, -3.8462], [4.9667, 1.8519, -1.6857], [6.3686, 1.2703, -1.5497], [6.8532, 0.9890, -2.9798], [5.7181, 0.2612, -3.7088], [4.3588, 1.7930, -0.7849], [4.9834, 2.8685, -2.0792], [7.0310, 1.9570, -1.0248], [6.3260, 0.3423, -0.9753], [7.0701, 1.9330, -3.4833], [7.7653, 0.3938, -2.9903], [5.6551, 0.4933, -4.7688], [5.7605, -0.8169, -3.5666], [-0.5489, -3.9089, 3.4563], [-1.3070, -3.8214, 2.2317], [-0.7050, -3.2380, 1.0596], [-1.9486, -5.4486, 1.8437], [-3.2965, -5.4932, 2.5553], [-3.9516, -4.1281, 2.3000], [-2.8951, -3.0550, 2.5842], [-1.2279, -6.1874, 2.1859], [-2.0576, -5.4997, 0.7606], [-3.9111, -6.3134, 2.1878], [-3.1440, -5.6423, 3.6262], [-4.2721, -4.0650, 1.2585], [-4.8314, -3.9788, 2.9237], [-2.9823, -2.1718, 1.9553], [-2.8707, -2.7604, 3.6313]],
  "mulliken_charge": [-1.11, -0.39, -1.34, 1.14, -0.43, -0.30, 0.06, -0.62, -0.56, -0.50, -0.36, 0.54, -0.55, -0.49, 0.32, 0.23, 0.27, 0.37, 0.45, 0.41, 0.54, 0.20, 0.26, 0.58, 0.31, -0.22, 0.36, 0.33, 0.33, 0.33, -0.62, 1.16, -0.66, -0.99, -0.02, -0.82, -0.29, 0.43, 0.34, 0.43, -0.16, 0.35, 0.35, 0.29, 0.27, -0.64, 1.11, -0.71, -0.32, -0.68, -0.61, -0.70, 0.16, 0.37, 0.39, 0.27, 0.30, 0.34, 0.33, 0.35, -0.74, 1.24, -0.63, -0.83, -0.60, -0.60, -0.27, 0.41, 0.38, 0.36, 0.31, 0.28, 0.37, -0.26, 0.41],
  "molar_mass_g_mol": 564.7,
  "smiles": "CCC[C@]1(OC[C@@H](C)O)COC(=O)O1.O=S1(=O)CCCC1.O=S1(=O)CCCC1.O=S1(=O)CCCC1",
  "homo_lumo_gap_ev": 10.4,
  "total_energy_ev": -77453.16040,
  "e_above_lowest_kcal_mol": 2.8,
  "total_charge": 0,
  "e_homo_ev": -10.05
}